No. 1
Formula: C4H8O3
Source: OMol25
Level of theory: ωB97M-V/def2-TZVPD

Each line ends with the Mulliken charge.
Cartesian coordinates (Å):
C1 2.02448 0.24168 0.29099  -0.701
O1 0.62698 0.40659 0.48972  -0.314
C2 -0.19390 -0.82711 0.22671  0.624
O2 0.30306 -1.73750 -0.42404  -0.657
C3 -1.44730 -0.58148 0.72634  -0.412
C4 -0.49736 1.22793 -0.85725  -0.656
O3 -2.48895 -1.43570 0.46670  -0.526
H1 2.42697 -0.34072 1.12705  0.276
H2 2.46906 1.23986 0.29856  0.274
H3 2.23718 -0.28128 -0.64477  0.335
H4 -1.64571 0.17542 1.47192  0.459
H5 0.17700 2.07943 -0.81749  0.241
H6 -1.53056 1.46840 -0.64566  0.382
H7 -0.34689 0.55322 -1.69455  0.349
H8 -2.11406 -2.18874 -0.01425  0.326

Output
* net charge: 0
* total energy: -382.74917 hartree
* energy above the lowest of the compared OMol25 structures with the same formula, charge and spin: 135.3 kcal/mol



No. 2
Formula: C4H8O3
Source: OMol25
Level of theory: ωB97M-V/def2-TZVPD

Each line ends with the Mulliken charge.
Cartesian coordinates (Å):
C1 -0.08762 0.09168 2.51248  -0.661
O1 0.27711 -0.25262 1.17318  -0.293
C2 -0.27547 0.48214 0.20288  0.667
O2 -1.15830 1.29317 0.37006  -0.602
C3 0.35449 0.18921 -1.15203  0.253
C4 -0.01325 -1.20744 -1.65627  -1.194
O3 -0.00707 1.18695 -2.07016  -0.561
H1 0.40840 1.02672 2.78850  0.293
H2 0.27444 -0.72389 3.13897  0.230
H3 -1.16770 0.21302 2.61224  0.307
H4 1.43984 0.24536 -1.00886  0.264
H5 0.16689 -1.97278 -0.89512  0.349
H6 0.58850 -1.43739 -2.53959  0.310
H7 -1.06894 -1.23115 -1.94637  0.285
H8 -0.87751 1.51466 -1.79713  0.352

Output
* net charge: 0
* total energy: -382.93639 hartree
* structure (SMILES): COC(=O)[C@@H](C)O
* energy above the lowest of the compared OMol25 structures with the same formula, charge and spin: 17.8 kcal/mol



Q: The lowest total energy belongs to which entry?
A: number 2



Q: Look up the total energy of the second one.
A: -382.93639 hartree